Entry 1:
C7H28As2F12N14O7Tl as an isolated structure. Source: the Open Molecules 2025 dataset; level of theory: ωB97M-V/def2-TZVPD.

As for the calculated total energy: -201885.1984 eV. The molar mass is 1002.595 g mol⁻¹. As for the HOMO-LUMO gap: 3.59 eV. The calculation puts the largest force on an atom at 0.1621 Eh/bohr. As for the multiplicity: 1. Its total charge is +1.

Each line ends with the Löwdin charge.
Cartesian coordinates (Å):
1 Tl 0.004 0.140 0.437  1.4887
2 As -1.920 -2.884 3.454  0.9686
3 F -0.573 -2.773 4.634  -0.2679
4 F -2.812 -4.079 4.456  -0.2578
5 F -3.330 -2.862 2.260  -0.3001
6 F -1.078 -1.658 2.441  -0.3369
7 F -1.047 -4.141 2.547  -0.2656
8 F -2.658 -1.428 4.255  -0.2858
9 As 1.366 4.422 1.527  0.9211
10 F 2.989 4.063 1.009  -0.2417
11 F 0.991 2.651 1.291  -0.3379
12 F -0.328 4.644 1.977  -0.2527
13 F 1.759 6.142 1.725  -0.2497
14 F 0.953 4.644 -0.249  -0.3011
15 F 1.726 4.071 3.255  -0.2679
16 C 2.498 2.186 -1.885  -0.7987
17 O 1.546 1.734 -1.397  0.0602
18 N 2.734 3.472 -2.044  0.2104
19 N 3.283 1.494 -2.632  0.1795
20 H 3.555 3.810 -2.526  0.1233
21 H 2.279 4.120 -1.416  0.0797
22 H 3.988 2.083 -3.050  0.1229
23 H 3.246 0.489 -2.537  0.1259
24 C 2.272 -3.108 1.607  -0.7760
25 O 1.578 -2.178 1.238  -0.0282
26 N 3.211 -3.651 0.934  0.1879
27 N 1.963 -3.809 2.653  0.1957
28 H 3.576 -4.504 1.333  0.1229
29 H 3.223 -3.432 -0.052  0.1314
30 H 1.100 -3.728 3.171  0.0893
31 H 2.595 -4.503 3.027  0.1205
32 C -0.864 -3.578 -0.845  -0.8314
33 O -0.956 -2.429 -0.541  0.0458
34 N -1.097 -4.508 -0.023  0.2351
35 N -0.506 -3.970 -1.979  0.2130
36 H -0.881 -5.441 -0.344  0.1334
37 H -1.395 -4.330 0.925  0.0776
38 H -0.173 -3.271 -2.628  0.1268
39 H -0.588 -4.945 -2.228  0.1339
40 C -1.402 -0.310 -3.323  -0.8089
41 O -1.016 0.053 -2.242  0.0101
42 N -0.628 -0.723 -4.261  0.1959
43 N -2.630 -0.328 -3.643  0.2138
44 H -1.026 -0.767 -5.189  0.1243
45 H 0.356 -0.591 -4.079  0.1313
46 H -2.856 -0.421 -4.623  0.1318
47 H -3.199 0.032 -2.889  0.1387
48 C -4.137 0.402 0.977  -0.7574
49 O -2.950 0.408 0.754  0.0743
50 N -4.857 1.424 1.042  0.1989
51 N -4.828 -0.600 1.443  0.2147
52 H -5.853 1.473 1.206  0.1428
53 H -4.348 2.231 0.710  0.1212
54 H -5.785 -0.416 1.709  0.1277
55 H -4.422 -1.508 1.613  0.0865
56 C -2.121 3.390 -1.150  -0.7525
57 O -1.551 2.405 -0.756  0.0719
58 N -1.496 4.514 -1.208  0.2219
59 N -3.318 3.508 -1.589  0.1899
60 H -0.519 4.564 -0.960  0.0736
61 H -2.041 5.256 -1.624  0.1312
62 H -3.983 2.750 -1.636  0.1186
63 H -3.780 4.401 -1.688  0.1286
64 C 4.031 0.123 0.855  -0.7228
65 O 2.875 0.310 0.550  0.0093
66 N 4.426 -0.272 2.043  0.2097
67 N 4.986 0.174 -0.024  0.1965
68 H 5.409 -0.414 2.228  0.1249
69 H 3.722 -0.263 2.766  0.1387
70 H 5.920 -0.137 0.202  0.1244
71 H 4.793 0.379 -0.995  0.0961

Entry 2:
C7H28FN14O7V as an isolated structure. Source: the Open Molecules 2025 dataset; level of theory: ωB97M-V/def2-TZVPD.

As for the calculated total energy: -71304.0266 eV. The molar mass is 490.334 g mol⁻¹. As for the HOMO-LUMO gap (spin up / spin down): 3.45 / 4.76 eV. The calculation puts the largest force on an atom at 0.1501 Eh/bohr. As for the multiplicity: 3. Its total charge is +2. For the energy above the lowest of the compared OMol25 structures with the same formula, charge and spin, the calculation gives 128.51 kcal per mole.

Each line ends with the Löwdin spin population.
Cartesian coordinates (Å):
1 V -1.728 0.092 2.062  2.0254
2 F -0.473 -0.910 0.801  -0.0152
3 C -0.948 1.314 -3.653  0.0000
4 O -0.381 2.251 -4.188  0.0000
5 N -1.964 0.584 -4.130  0.0001
6 N -0.682 0.911 -2.370  0.0002
7 H -2.402 0.030 -3.418  0.0000
8 H -2.332 0.600 -5.064  0.0000
9 H -0.206 1.514 -1.725  0.0001
10 H -0.963 0.018 -2.005  0.0001
11 C 0.922 1.046 3.966  0.0013
12 O 0.073 0.803 3.072  -0.0014
13 N 0.730 0.989 5.309  0.0005
14 N 2.236 0.972 3.664  -0.0033
15 H -0.192 0.853 5.686  0.0001
16 H 1.567 1.045 5.857  0.0001
17 H 3.026 0.982 4.284  -0.0003
18 H 2.417 1.032 2.670  0.0000
19 C -0.421 2.850 0.809  0.0018
20 O -1.099 1.806 0.972  0.0148
21 N -0.749 4.154 0.906  -0.0001
22 N 0.910 2.696 0.671  0.0016
23 H -0.084 4.872 0.684  0.0000
24 H -1.711 4.423 0.747  0.0000
25 H 1.345 1.796 0.836  0.0000
26 H 1.545 3.443 0.454  0.0002
27 C 2.955 0.114 -0.230  0.0000
28 O 3.062 0.513 0.936  0.0001
29 N 3.854 0.445 -1.191  0.0000
30 N 1.831 -0.420 -0.750  -0.0003
31 H 4.660 0.931 -0.828  0.0000
32 H 3.920 -0.021 -2.077  0.0000
33 H 1.858 -0.827 -1.669  0.0000
34 H 1.049 -0.688 -0.161  0.0000
35 C -3.583 1.065 -0.488  -0.0015
36 O -2.971 0.310 0.302  -0.0259
37 N -3.904 2.331 -0.113  0.0016
38 N -3.892 0.829 -1.784  0.0022
39 H -4.487 2.802 -0.782  0.0000
40 H -3.823 2.538 0.865  0.0002
41 H -3.742 -0.076 -2.212  0.0001
42 H -4.302 1.541 -2.363  -0.0001
43 C -1.669 -2.558 -2.254  -0.0001
44 O -2.469 -1.636 -2.177  -0.0008
45 N -1.723 -3.445 -3.276  -0.0001
46 N -0.572 -2.726 -1.459  -0.0007
47 H -2.472 -3.245 -3.918  0.0000
48 H -1.100 -4.228 -3.315  0.0000
49 H -0.447 -1.972 -0.786  -0.0003
50 H 0.100 -3.463 -1.536  0.0000
51 C 2.812 -3.725 2.131  0.0000
52 O 3.790 -4.010 2.818  0.0000
53 N 2.529 -4.310 0.945  0.0000
54 N 2.009 -2.670 2.405  0.0000
55 H 2.866 -5.234 0.733  0.0000
56 H 1.671 -4.027 0.506  0.0000
57 H 1.470 -2.243 1.673  0.0000
58 H 2.283 -2.062 3.158  0.0000

Entry 3:
A 7-piece molecular cluster, C7H28N14O7 overall. Source: the Open Molecules 2025 dataset; level of theory: ωB97M-V/def2-TZVPD.

As for the SMILES: NC(N)=O.NC(N)=O.NC(N)=O.NC(N)=O.NC(N)=O.NC(N)=O.NC(N)=O. As for the calculated total energy: -42913.7380 eV. The molar mass is 420.392 g mol⁻¹. As for the HOMO-LUMO gap: 8.94 eV. The calculation puts the largest force on an atom at 0.0457 Eh/bohr. As for the multiplicity: 1. For the energy above the lowest of the compared OMol25 structures with the same formula, charge and spin, the calculation gives 33.82 kcal per mole.

Each line ends with the natural charge from an NBO analysis.
Cartesian coordinates (Å):
1 N -9.390 -28.360 6.406  -0.8131
2 C -9.145 -28.190 7.714  0.8025
3 N -7.861 -27.806 7.882  -0.8500
4 O -9.963 -28.301 8.639  -0.7507
5 H -10.296 -28.713 6.142  0.4174
6 H -8.664 -28.253 5.726  0.3971
7 H -7.328 -27.568 7.062  0.3966
8 H -7.435 -27.571 8.764  0.4134
9 N -5.713 -30.319 11.809  -0.8463
10 C -6.017 -29.422 10.823  0.7722
11 N -5.377 -29.722 9.661  -0.8495
12 O -6.813 -28.515 11.027  -0.6537
13 H -5.806 -29.990 12.757  0.4058
14 H -5.011 -31.027 11.699  0.3752
15 H -4.979 -30.632 9.547  0.3952
16 H -5.616 -29.101 8.905  0.4052
17 N -12.436 -29.840 5.281  -0.8475
18 C -11.641 -29.981 4.170  0.7779
19 N -12.379 -29.909 3.038  -0.8432
20 O -10.418 -30.095 4.191  -0.6800
21 H -12.155 -29.949 6.241  0.4267
22 H -13.385 -29.599 5.082  0.3749
23 H -11.847 -29.713 2.206  0.4022
24 H -13.370 -29.789 3.006  0.3888
25 N -4.397 -25.363 13.107  -0.8542
26 C -5.472 -24.920 12.361  0.7684
27 N -5.631 -25.564 11.191  -0.8352
28 O -6.225 -24.042 12.754  -0.6508
29 H -3.729 -26.018 12.740  0.3714
30 H -4.042 -24.859 13.899  0.4010
31 H -6.534 -25.470 10.764  0.4142
32 H -4.831 -26.032 10.811  0.3853
33 N -12.096 -30.240 9.131  -0.8475
34 C -12.411 -31.341 8.443  0.7592
35 N -13.514 -32.009 8.931  -0.8595
36 O -11.670 -31.817 7.579  -0.6788
37 H -11.133 -29.935 9.053  0.4472
38 H -12.725 -29.972 9.862  0.3836
39 H -14.201 -31.484 9.438  0.3814
40 H -13.696 -32.945 8.621  0.4100
41 N -4.723 -28.101 4.322  -0.8489
42 C -5.864 -27.412 4.575  0.7676
43 N -6.951 -27.917 3.892  -0.8630
44 O -5.928 -26.401 5.275  -0.6687
45 H -4.688 -28.932 3.766  0.3942
46 H -3.887 -27.598 4.567  0.4126
47 H -7.777 -27.348 3.875  0.4175
48 H -6.829 -28.820 3.474  0.3971
49 N -9.391 -26.755 11.237  -0.8639
50 C -10.668 -26.848 11.762  0.7756
51 N -11.467 -27.592 10.966  -0.8740
52 O -11.002 -26.215 12.753  -0.6743
53 H -8.905 -25.964 11.625  0.4000
54 H -9.171 -27.207 10.367  0.4018
55 H -12.360 -27.803 11.380  0.3879
56 H -11.128 -27.936 10.081  0.4256

Entry 4:
A 7-piece molecular cluster, C7H28O7 overall. Source: the Open Molecules 2025 dataset; level of theory: ωB97M-V/def2-TZVPD.

As for the SMILES: CO.CO.CO.CO.CO.CO.CO. As for the calculated total energy: -22041.0735 eV. The molar mass is 224.294 g mol⁻¹. As for the HOMO-LUMO gap: 10.44 eV. The calculation puts the largest force on an atom at 0.0337 Eh/bohr. As for the multiplicity: 1. For the energy above the lowest of the compared OMol25 structures with the same formula, charge and spin, the calculation gives 110.80 kcal per mole.

Each line ends with the natural charge from an NBO analysis.
Cartesian coordinates (Å):
1 C -19.273 12.025 17.723  -0.2473
2 O -18.488 12.891 18.544  -0.7316
3 H -18.786 11.051 17.671  0.1810
4 H -20.247 11.995 18.212  0.1692
5 H -19.289 12.506 16.745  0.1651
6 H -18.736 13.791 18.320  0.4633
7 C -17.385 19.691 13.294  -0.2555
8 O -17.085 20.076 14.668  -0.7370
9 H -17.011 20.372 12.530  0.1679
10 H -16.961 18.723 13.027  0.1872
11 H -18.452 19.636 13.078  0.1663
12 H -17.299 20.995 14.845  0.4719
13 C -13.270 16.773 16.420  -0.2440
14 O -12.918 18.084 16.116  -0.7196
15 H -13.885 16.638 17.310  0.1590
16 H -13.926 16.427 15.621  0.1536
17 H -12.405 16.110 16.408  0.1830
18 H -13.727 18.575 15.956  0.4679
19 C -8.667 17.875 20.272  -0.2358
20 O -7.751 17.986 21.314  -0.7313
21 H -9.671 18.019 20.672  0.1576
22 H -8.466 18.610 19.493  0.1837
23 H -8.610 16.880 19.831  0.1566
24 H -7.951 17.443 22.080  0.4692
25 C -13.070 9.490 16.492  -0.2497
26 O -12.948 8.154 16.004  -0.7194
27 H -12.891 9.446 17.566  0.1612
28 H -12.357 10.205 16.081  0.1827
29 H -14.099 9.820 16.350  0.1628
30 H -13.823 7.781 16.132  0.4623
31 C -20.182 19.006 19.889  -0.2435
32 O -19.659 18.209 18.853  -0.7357
33 H -20.918 19.687 19.461  0.1641
34 H -20.605 18.413 20.700  0.1815
35 H -19.363 19.532 20.380  0.1621
36 H -18.966 18.648 18.355  0.4714
37 C -9.017 22.459 14.748  -0.2521
38 O -9.099 21.103 14.268  -0.7232
39 H -9.564 23.079 14.037  0.1633
40 H -9.457 22.448 15.745  0.1680
41 H -8.010 22.876 14.728  0.1794
42 H -9.844 20.743 14.755  0.4644